Record 1
{"formula": "CH6N3S", "method": "ωB97M-V with the def2-TZVPD basis set", "elements": ["N", "C", "N", "N", "S", "H", "H", "H", "H", "H", "H"], "xyz": [[0.7984, -1.3282, -0.1857], [-0.2402, 0.0262, 0.0929], [0.5648, 1.2032, -0.3318], [-1.0921, 0.1454, 1.1379], [-1.9509, -0.3219, -0.3319], [0.4625, -1.6656, -1.1506], [0.4618, -1.9965, 0.5032], [0.2963, 1.2276, -1.3695], [1.5198, 1.0568, -0.2996], [0.1997, 2.1266, -0.0685], [-1.0200, -0.4737, 2.0036]], "max_force_ev_per_a": 5.80, "gap_ha": 0.34593, "smiles": "N[C@]1([NH3+])NS1", "energy_ev": -16430.11158, "charge": 1, "de_lowest_ev": 2.8108, "e_homo_ev": -13.6}

***

Record 2
{"formula": "CH6N4", "method": "ωB97M-V with the def2-TZVPD basis set", "elements": ["N", "N", "C", "N", "N", "H", "H", "H", "H", "H", "H"], "xyz": [[-2.1907, -0.1719, 0.0423], [-0.8385, -0.3617, 0.1018], [-0.1026, 0.6755, 0.0419], [1.3237, 0.6211, -0.1120], [1.7286, -0.7409, -0.1117], [-2.5016, 0.6067, -0.5392], [-2.6328, -1.0303, -0.3309], [-0.4762, 1.6740, 0.0800], [1.8466, 1.2195, 0.5599], [2.7620, -0.7251, -0.2567], [1.4551, -1.2235, 0.7928]], "max_force_ev_per_a": 1.78, "gap_ha": 0.33856, "smiles": "N/N=C/NN", "energy_ev": -7092.31100, "charge": 0, "de_lowest_ev": 1.7470, "e_homo_ev": -8.0}

***

Record 3
{"formula": "CH6N4", "method": "ωB97M-V with the def2-TZVPD basis set", "elements": ["N", "N", "C", "N", "N", "H", "H", "H", "H", "H", "H"], "xyz": [[-2.1901, -0.3389, 0.0850], [-0.8400, -0.4419, -0.0858], [-0.1283, 0.6343, -0.1009], [1.2475, 0.5198, -0.1071], [1.6861, -0.8043, -0.1151], [-2.5389, 0.7386, -0.1161], [-2.5907, -1.0284, -0.5508], [-0.5017, 1.7052, -0.0487], [1.6836, 1.1053, 0.5524], [2.6641, -0.7758, -0.2940], [1.5084, -1.3140, 0.7810]], "max_force_ev_per_a": 3.62, "gap_ha": 0.32939, "smiles": "N/N=C/NN", "energy_ev": -7092.01866, "charge": 0, "de_lowest_ev": 2.0393, "e_homo_ev": -7.8}

***

Record 4
{"formula": "CH6N4O2S", "method": "ωB97M-V with the def2-TZVPD basis set", "elements": ["C", "N", "N", "N", "N", "O", "O", "S", "H", "H", "H", "H", "H", "H"], "xyz": [[0.0038, 0.3657, 0.0249], [0.5515, 1.2711, 0.8402], [-0.2638, 0.8672, -1.1801], [-1.1545, -1.5769, -0.4117], [-0.5708, -0.7503, 0.4859], [0.9084, -3.2241, 0.6556], [1.6525, -1.4162, -0.7727], [0.8871, -2.6789, -0.7257], [0.6773, 2.1419, 0.4658], [1.0474, 0.9779, 1.7111], [0.4332, 0.9850, -1.9685], [-1.0000, 0.3509, -1.6722], [-1.8399, -2.1699, 0.0880], [-0.3058, -1.1405, 1.3825]], "max_force_ev_per_a": 4.58, "gap_ha": 0.30970, "energy_ev": -22023.04867, "charge": 0, "de_lowest_ev": 0.4190, "e_homo_ev": -7.8}

***

> Which formula does entry 4 have?

CH6N4O2S